Molecular formula: C6H16NPSi
Method: DFT, wB97M-V/def2-TZVPD

The calculation puts the HOMO energy (alpha / beta) at -0.26308 / -0.33301 hartree. The total charge is 0. Its LUMO energy (alpha / beta) is 0.00429 / -0.04179 Ha. Its multiplicity is 3. The calculation puts the HOMO-LUMO gap (alpha / beta) at 7.28 / 7.92 eV. For the total energy, the calculation gives -923.60293 Eh.

Geometry as XYZ:
```
25
Properties=species:S:1:pos:R:3:nbo_charge:R:1
C 1.250 0.396 0.481 -0.771
C 0.051 -2.107 1.740 -0.513
C 0.751 -2.714 -0.430 -0.503
C -0.215 3.015 0.333 -1.118
C -0.659 0.680 -1.692 -1.119
C -1.932 0.697 1.059 -1.100
N -0.034 -1.754 0.374 -0.232
Si -0.446 1.152 0.103 1.630
P 2.574 -0.548 0.815 0.339
H -0.523 -3.092 1.837 0.214
H 1.139 -2.041 2.139 0.219
H -0.475 -1.392 2.381 0.199
H 0.693 -2.290 -1.438 0.211
H 1.745 -2.909 -0.130 0.213
H 0.219 -3.734 -0.512 0.207
H -0.961 3.402 1.011 0.231
H 0.775 3.216 0.823 0.245
H -0.297 3.637 -0.562 0.241
H -0.939 -0.319 -1.959 0.242
H -1.441 1.407 -2.089 0.228
H 0.217 1.019 -2.363 0.244
H -2.023 -0.309 0.927 0.241
H -1.760 0.915 2.125 0.237
H -2.697 1.242 0.681 0.237
H 3.380 0.563 1.218 -0.025
```

***

Molecular formula: C6H16O
Method: DFT, wB97M-V/def2-TZVPD

The calculation puts the HOMO energy at -0.36069 hartree. Its SMILES is CC(C)O.CCC. The total charge is 0. Its LUMO energy is 0.03231 Ha. For the relative energy (zero: lowest compared OMol25 entry of this formula, charge and spin), the calculation gives 226.5 kJ/mol. Its multiplicity is 1. The calculation puts the HOMO-LUMO gap at 10.69 eV. For the total energy, the calculation gives -313.35725 Eh.

Geometry as XYZ:
```
23
Properties=species:S:1:pos:R:3:nbo_charge:R:1
C -0.167 -1.353 1.560 -0.410
C -1.518 -0.823 2.233 -0.616
C 0.897 -0.914 2.585 -0.594
H -0.174 -2.463 1.310 0.215
H 0.125 -0.730 0.714 0.201
H -1.428 0.004 2.988 0.208
H 0.890 -1.464 3.505 0.201
H 1.964 -1.012 2.060 0.182
H 0.981 0.056 2.887 0.203
H -2.118 -0.518 1.446 0.200
H -2.052 -1.656 2.709 0.207
C 0.468 0.591 -1.468 0.142
C 0.080 1.976 -0.757 -0.642
C -0.810 -0.390 -1.703 -0.624
O 0.977 0.879 -2.700 -0.732
H 1.354 0.167 -0.836 0.143
H -0.502 1.829 0.114 0.209
H -1.310 -0.241 -2.551 0.217
H -0.282 -1.386 -1.805 0.207
H -1.281 -0.566 -0.788 0.210
H 1.777 1.446 -2.671 0.470
H -0.483 2.533 -1.516 0.208
H 1.021 2.449 -0.668 0.194
```

***

Molecular formula: C6H16O
Method: DFT, wB97M-V/def2-TZVPD

The calculation puts the HOMO energy at -0.39189 hartree. Its SMILES is CCCC(C)C.O. The total charge is 0. Its LUMO energy is 0.02611 Ha. For the relative energy (zero: lowest compared OMol25 entry of this formula, charge and spin), the calculation gives 72.1 kJ/mol. Its multiplicity is 1. The calculation puts the HOMO-LUMO gap at 11.37 eV. For the total energy, the calculation gives -313.41609 Eh.

Geometry as XYZ:
```
23
Properties=species:S:1:pos:R:3:nbo_charge:R:1
C 1.402 -1.685 -2.846 -0.610
C 2.018 -0.936 -1.656 -0.394
C 1.012 -0.874 -0.483 -0.393
C -0.337 -0.283 -0.801 -0.241
C -1.371 -0.428 0.303 -0.603
C -0.233 1.153 -1.356 -0.612
H 0.821 -2.571 -2.558 0.198
H 0.707 -0.988 -3.315 0.198
H 2.097 -2.054 -3.591 0.211
H 2.237 0.044 -2.093 0.197
H 2.959 -1.400 -1.364 0.205
H 1.410 -0.219 0.302 0.197
H 1.040 -1.854 -0.012 0.208
H -0.847 -0.812 -1.618 0.196
H -1.803 -1.434 0.396 0.209
H -2.220 0.246 0.368 0.214
H -0.832 -0.397 1.267 0.194
H -0.305 1.227 -2.438 0.212
H -0.955 1.806 -0.856 0.211
H 0.709 1.619 -1.066 0.202
H -2.479 3.121 5.254 0.483
H -1.502 1.832 5.552 0.483
O -2.059 2.537 5.883 -0.967
```

***

Molecular formula: C6H16O2
Method: DFT, wB97M-V/def2-TZVPD

The calculation puts the HOMO energy at -0.35904 hartree. Its SMILES is C=C(CC)CC.O.O. The total charge is 0. Its LUMO energy is 0.02498 Ha. For the relative energy (zero: lowest compared OMol25 entry of this formula, charge and spin), the calculation gives 77.9 kJ/mol. Its multiplicity is 1. The calculation puts the HOMO-LUMO gap at 10.45 eV. For the total energy, the calculation gives -388.65103 Eh.

Geometry as XYZ:
```
24
Properties=species:S:1:pos:R:3:nbo_charge:R:1
C 0.445 2.087 -0.654 -0.609
C 0.382 0.627 -1.006 -0.451
C -0.064 -0.298 0.149 0.077
C -0.594 0.187 1.273 -0.487
C 0.330 -1.724 0.015 -0.455
C -0.048 -2.480 -1.260 -0.606
H -0.471 2.498 -0.226 0.201
H 0.624 2.744 -1.495 0.220
H 1.232 2.311 0.069 0.205
H -0.382 0.448 -1.771 0.212
H 1.327 0.235 -1.382 0.216
H -0.766 1.199 1.599 0.204
H -0.963 -0.611 1.917 0.203
H -0.051 -2.340 0.841 0.210
H 1.401 -1.798 0.248 0.228
H 0.336 -3.502 -1.221 0.217
H 0.362 -1.982 -2.137 0.205
H -1.126 -2.639 -1.269 0.209
H -2.667 1.736 0.316 0.473
H -3.047 0.966 -0.982 0.470
O -3.373 1.529 -0.300 -0.941
H 1.658 -0.048 2.394 0.476
H 2.845 0.884 2.352 0.465
O 2.611 -0.028 2.531 -0.942
```

***

Molecular formula: C6H16O2
Method: DFT, wB97M-V/def2-TZVPD

The calculation puts the HOMO energy at -0.33703 hartree. Its SMILES is C/C=C/CCC.O.O. The total charge is 0. Its LUMO energy is 0.02131 Ha. For the relative energy (zero: lowest compared OMol25 entry of this formula, charge and spin), the calculation gives 79.8 kJ/mol. Its multiplicity is 1. The calculation puts the HOMO-LUMO gap at 9.75 eV. For the total energy, the calculation gives -388.65031 Eh.

Geometry as XYZ:
```
24
Properties=species:S:1:pos:R:3:nbo_charge:R:1
C -1.995 -1.247 -1.054 -0.613
C -0.769 -1.082 -1.943 -0.389
C 0.400 -0.272 -1.286 -0.443
C 0.489 -0.374 0.232 -0.193
C 0.760 -1.547 0.801 -0.188
C 0.755 -1.763 2.290 -0.641
H -1.762 -1.894 -0.203 0.211
H -2.813 -1.657 -1.627 0.208
H -2.346 -0.270 -0.694 0.205
H -1.062 -0.503 -2.821 0.197
H -0.371 -2.027 -2.324 0.195
H 0.205 0.767 -1.559 0.201
H 1.352 -0.554 -1.710 0.210
H 0.456 0.573 0.759 0.204
H 0.839 -2.396 0.126 0.188
H 0.809 -0.801 2.798 0.212
H 1.663 -2.275 2.597 0.210
H -0.125 -2.283 2.657 0.218
H -0.775 2.591 0.717 0.474
H -1.757 2.890 -0.382 0.464
O -1.646 2.981 0.570 -0.936
H 2.602 3.034 0.212 0.475
H 2.622 1.520 0.053 0.477
O 2.034 2.254 0.272 -0.948
```

***

Molecular formula: C6H16O2
Method: DFT, wB97M-V/def2-TZVPD

The calculation puts the HOMO energy at -0.37216 hartree. Its SMILES is CCCCCCO.O. The total charge is 0. Its LUMO energy is 0.02188 Ha. For the relative energy (zero: lowest compared OMol25 entry of this formula, charge and spin), the calculation gives 330.1 kJ/mol. Its multiplicity is 1. The calculation puts the HOMO-LUMO gap at 10.72 eV. For the total energy, the calculation gives -388.55499 Eh.

Geometry as XYZ:
```
24
Properties=species:S:1:pos:R:3:nbo_charge:R:1
C -1.619 0.367 -0.553 -0.056
O -1.596 1.021 -1.727 -0.756
C -0.837 1.233 0.493 -0.416
C -0.268 0.550 1.655 -0.398
C 0.187 -0.905 1.571 -0.409
C 1.311 -1.053 0.625 -0.410
C 0.934 -2.035 -0.456 -0.598
H -2.647 0.506 -0.203 0.144
H -1.545 -0.596 -0.599 0.158
H -2.338 0.895 -2.531 0.501
H -1.427 2.186 0.793 0.233
H 0.097 1.670 -0.110 0.193
H -1.016 0.433 2.498 0.202
H 0.618 1.264 2.006 0.204
H -0.743 -1.364 1.165 0.195
H 0.609 -1.334 2.486 0.223
H 1.456 -0.055 0.084 0.177
H 2.299 -1.299 1.029 0.211
H 1.284 -1.856 -1.413 0.208
H 1.514 -2.889 -0.235 0.207
H -0.228 -2.324 -0.425 0.187
H 2.028 1.543 -2.068 0.456
H 0.587 1.760 -1.849 0.477
O 1.340 2.282 -2.239 -0.934
```

***

Molecular formula: C6H17AsFNO4P
Method: DFT, wB97M-V/def2-TZVPD

The calculation puts the HOMO energy at -0.14528 hartree. The total charge is -1. Its LUMO energy is 0.11044 Ha. Its multiplicity is 1. The calculation puts the HOMO-LUMO gap at 6.96 eV. For the total energy, the calculation gives -3271.54122 Eh.

Geometry as XYZ:
```
31
Properties=species:S:1:pos:R:3:nbo_charge:R:1
C 3.236 -0.961 1.335 -0.622
C 1.920 -1.399 0.685 -0.204
N 1.527 -0.453 -0.340 -0.546
C 0.328 -0.862 -1.107 -0.218
C -0.919 -1.268 -0.325 -0.775
As -2.658 -0.587 -1.132 0.940
F -4.272 -0.072 -1.846 -0.690
P -2.861 1.251 0.393 1.867
O -4.277 1.591 0.562 -1.154
O -2.270 0.967 1.902 -1.012
O -2.110 2.604 -0.141 -0.997
C 1.434 0.880 0.151 0.738
C 2.351 1.879 -0.511 -0.716
O 0.725 1.219 1.021 -0.524
H 3.868 -0.449 0.627 0.202
H 3.773 -1.791 1.772 0.206
H 3.011 -0.252 2.118 0.207
H 1.201 -1.460 1.501 0.177
H 2.022 -2.393 0.276 0.191
H 0.117 -0.058 -1.804 0.202
H 0.640 -1.701 -1.712 0.188
H -0.996 -2.346 -0.389 0.197
H -0.846 -1.045 0.729 0.209
H -3.445 -1.490 -0.123 -0.145
H -2.620 -1.760 -2.183 -0.209
H -1.917 0.320 -2.168 -0.156
H -2.492 0.071 2.183 0.492
H -2.227 3.265 0.558 0.481
H 3.249 1.367 -0.818 0.214
H 1.887 2.284 -1.397 0.239
H 2.620 2.649 0.184 0.220
```

***

Molecular formula: C6H17BN2O
Method: DFT, wB97M-V/def2-TZVPD

The calculation puts the HOMO energy at -0.25719 hartree. The total charge is 0. Its LUMO energy is 0.00433 Ha. For the relative energy (zero: lowest compared OMol25 entry of this formula, charge and spin), the calculation gives 216.5 kJ/mol. Its multiplicity is 1. The calculation puts the HOMO-LUMO gap at 7.12 eV. For the total energy, the calculation gives -448.29842 Eh.

Geometry as XYZ:
```
27
Properties=species:S:1:pos:R:3:nbo_charge:R:1
B -2.144 0.230 0.149 1.284
C 3.059 -0.859 -1.313 -0.613
C -2.994 -1.439 -1.552 -0.429
C -2.460 2.221 1.866 -0.411
C 2.782 -0.844 0.209 -0.404
C 1.467 -0.126 0.565 -0.407
C 0.853 -0.626 1.860 -0.030
N -1.986 -0.607 -0.857 -0.937
N -2.661 1.408 0.605 -0.896
O -0.398 -0.143 2.116 -0.892
H 3.694 -1.792 -1.491 0.211
H 2.109 -0.899 -1.845 0.184
H 3.545 0.058 -1.715 0.209
H -2.896 -1.463 -2.666 0.212
H -2.857 -2.502 -1.227 0.208
H -4.171 -1.324 -1.412 0.223
H -3.284 1.975 2.432 0.198
H -1.648 1.712 2.379 0.284
H -2.297 3.251 1.520 0.200
H 2.791 -1.814 0.748 0.200
H 3.641 -0.275 0.745 0.191
H 1.736 0.976 0.708 0.195
H 0.881 -0.376 -0.295 0.152
H 0.926 -1.709 1.791 0.098
H 1.601 -0.449 2.672 0.122
H -1.137 -0.840 -1.328 0.441
H -3.175 2.011 0.017 0.408
```

***

Molecular formula: C6H17IN2O2PZr
Method: DFT, wB97M-V/def2-TZVPD

The calculation puts the HOMO energy at -0.70610 hartree. The total charge is +3. Its LUMO energy is -0.57656 Ha. Its multiplicity is 1. The calculation puts the HOMO-LUMO gap at 3.52 eV. For the total energy, the calculation gives -1183.33983 Eh.

Geometry as XYZ:
```
30
Properties=species:S:1:pos:R:3:lowdin_charge:R:1
C 0.363 -0.734 2.694 -0.070
C -1.060 -0.803 1.913 -0.216
C -1.654 0.659 1.617 -0.128
C -2.199 0.844 0.125 -0.171
N -1.351 1.775 -0.696 0.020
C -0.247 1.089 -1.428 -0.339
O 0.101 -0.304 -1.036 -0.613
P 1.671 -0.780 -1.666 0.581
N 1.369 -2.265 -0.674 -0.106
O 2.013 0.836 -2.253 -0.324
C 1.245 1.783 -1.424 -0.710
I 1.374 3.895 -1.894 1.150
H 0.326 -0.041 3.599 0.117
H 0.654 -1.771 3.098 0.113
H 1.144 -0.315 1.976 0.070
H -0.867 -1.454 0.975 0.029
H -1.771 -1.359 2.628 0.148
H -2.548 0.802 2.329 0.157
H -0.910 1.485 1.863 0.144
H -3.236 1.347 0.211 0.186
H -2.424 -0.184 -0.409 0.023
H -0.964 2.542 -0.104 0.137
H -0.518 1.216 -2.551 0.197
H 2.439 -0.338 -0.515 0.101
H 2.764 -1.435 -2.357 0.129
H 0.886 -1.212 -2.832 0.066
H 0.939 -3.018 -1.240 0.045
H 2.235 -2.590 -0.213 0.108
H 1.624 1.707 -0.339 0.110
Zr -1.399 -1.378 -1.399 2.048
```

***

Molecular formula: C6H17N2
Method: DFT, wB97M-V/def2-TZVPD

The calculation puts the HOMO energy at -0.47508 hartree. Its SMILES is CCC[C@@H]([NH3+])CNC. The total charge is +1. Its LUMO energy is -0.12696 Ha. For the relative energy (zero: lowest compared OMol25 entry of this formula, charge and spin), the calculation gives 68.9 kJ/mol. Its multiplicity is 1. The calculation puts the HOMO-LUMO gap at 9.47 eV. For the total energy, the calculation gives -348.06462 Eh.

Geometry as XYZ:
```
25
Properties=species:S:1:pos:R:3:nbo_charge:R:1
N -1.490 -1.746 -0.648 -0.667
C -0.524 -0.651 -0.281 -0.052
C 0.312 -1.044 0.924 -0.432
C 1.561 -0.175 1.070 -0.403
C 2.715 -0.933 1.745 -0.604
C -1.279 0.698 -0.166 -0.241
N -1.115 1.463 -1.392 -0.637
C -0.104 2.507 -1.286 -0.423
H -2.273 -1.812 0.003 0.439
H -1.011 -2.649 -0.686 0.441
H -1.843 -1.597 -1.596 0.447
H 0.132 -0.537 -1.141 0.234
H -0.261 -1.015 1.853 0.224
H 0.614 -2.095 0.826 0.208
H 1.382 0.695 1.710 0.220
H 1.906 0.201 0.103 0.203
H 2.460 -1.135 2.781 0.215
H 3.044 -1.845 1.239 0.211
H 3.588 -0.272 1.724 0.228
H -2.329 0.499 0.058 0.199
H -0.845 1.189 0.698 0.210
H -1.999 1.896 -1.623 0.374
H 0.213 2.798 -2.291 0.222
H 0.800 2.079 -0.841 0.190
H -0.428 3.375 -0.705 0.195
```

***

What did the first record say?
Molecular formula: C6H16NPSi
Method: DFT, wB97M-V/def2-TZVPD

The calculation puts the HOMO energy (alpha / beta) at -0.26308 / -0.33301 hartree. The total charge is 0. Its LUMO energy (alpha / beta) is 0.00429 / -0.04179 Ha. Its multiplicity is 3. The calculation puts the HOMO-LUMO gap (alpha / beta) at 7.28 / 7.92 eV. For the total energy, the calculation gives -923.60293 Eh.

Geometry as XYZ:
```
25
Properties=species:S:1:pos:R:3:nbo_charge:R:1
C 1.250 0.396 0.481 -0.771
C 0.051 -2.107 1.740 -0.513
C 0.751 -2.714 -0.430 -0.503
C -0.215 3.015 0.333 -1.118
C -0.659 0.680 -1.692 -1.119
C -1.932 0.697 1.059 -1.100
N -0.034 -1.754 0.374 -0.232
Si -0.446 1.152 0.103 1.630
P 2.574 -0.548 0.815 0.339
H -0.523 -3.092 1.837 0.214
H 1.139 -2.041 2.139 0.219
H -0.475 -1.392 2.381 0.199
H 0.693 -2.290 -1.438 0.211
H 1.745 -2.909 -0.130 0.213
H 0.219 -3.734 -0.512 0.207
H -0.961 3.402 1.011 0.231
H 0.775 3.216 0.823 0.245
H -0.297 3.637 -0.562 0.241
H -0.939 -0.319 -1.959 0.242
H -1.441 1.407 -2.089 0.228
H 0.217 1.019 -2.363 0.244
H -2.023 -0.309 0.927 0.241
H -1.760 0.915 2.125 0.237
H -2.697 1.242 0.681 0.237
H 3.380 0.563 1.218 -0.025
```

***

Which value of total charge does entry 6 give? 0